No. 1
C6H13N | ωB97M-V with the def2-TZVPD basis set

Computed properties:
Expectation value of S²: 0.754
Frontier orbital gap (alpha / beta) (eV): 12.98 / 8.85
ΔE to the lowest compared entry with this formula, charge and spin (kJ/mol): 101.03
Net charge: +1
2S+1: 2
E_tot (a.u.): -290.84023

The geometry in XYZ format:
```
20
C6H13N ωB97M-V with the def2-TZVPD basis set
C -0.076 1.923 -1.021
N 0.460 0.714 -0.278
C 1.337 -0.214 -0.962
C 1.000 -1.644 -0.317
C -0.454 -1.444 0.131
C -0.630 0.062 0.458
C -0.899 0.400 1.948
H -0.933 1.501 -1.552
H -0.473 2.544 -0.221
H 0.547 2.454 -1.735
H 2.393 0.000 -0.852
H 1.032 -0.207 -2.018
H 1.259 -2.352 -1.093
H 1.638 -1.651 0.565
H -0.661 -1.989 1.051
H -1.087 -1.616 -0.742
H -1.543 0.300 -0.085
H -1.544 -0.419 2.260
H 0.043 0.290 2.494
H -1.408 1.350 1.968
```

No. 2
C5H9LiN7 | ωB97M-V with the def2-TZVPD basis set

Computed properties:
Frontier orbital gap (eV): 8.78
Net charge: +1
E_tot (a.u.): -586.36014

The geometry in XYZ format:
```
22
C5H9LiN7 ωB97M-V with the def2-TZVPD basis set
Li 0.286 -1.145 -1.141
C 1.043 0.345 1.377
C 0.614 -1.153 1.743
N -0.132 -1.760 0.749
C -0.739 -2.824 1.311
C -0.317 -2.869 2.801
N 0.603 -1.794 2.726
H 1.638 0.692 0.593
H 0.961 1.081 2.210
H 0.063 0.520 0.748
H -1.379 -3.542 0.885
H 1.310 -1.394 3.646
H -0.692 -3.756 3.584
N -0.183 3.173 -1.041
N -0.219 2.156 -2.003
N -0.981 2.191 -3.066
C -0.830 0.934 -3.535
N 0.035 0.230 -2.831
N 0.458 1.073 -1.820
H -0.714 3.815 -1.401
H 0.743 3.315 -1.067
H -1.568 0.712 -4.467
```

No. 3
C4H7NO2S | ωB97M-V with the def2-TZVPD basis set

Computed properties:
Frontier orbital gap (eV): 9.35
ΔE to the lowest compared entry with this formula, charge and spin (kJ/mol): 298.29
E_tot (a.u.): -759.96294

The geometry in XYZ format:
```
15
C4H7NO2S ωB97M-V with the def2-TZVPD basis set
C -1.085 0.437 0.771
C -0.621 0.623 -0.456
C 1.609 -0.851 -0.764
C -1.708 1.439 1.732
N 2.151 -2.065 -0.918
O 1.990 0.038 -0.085
O 0.139 -0.101 -2.844
S -0.152 -0.752 -1.492
H -1.036 -0.597 1.104
H -0.640 1.617 -1.002
H -1.360 1.219 2.839
H -1.292 2.485 1.357
H -2.868 1.474 1.875
H 3.108 -2.191 -0.638
H 1.765 -2.776 -1.479
```